[1]
60
Properties=species:S:1:pos:R:3 method="wB97M-V/def2-TZVPD" relative_energy_kj_mol=760.2 e_tot_ev=-45491.04379 gap_ev="5.06 / 5.06" multiplicity=1 lumo_energy_ev="-0.2 / -0.2"
P 0.47 -2.70 0.72
P -0.06 2.06 1.11
C 0.07 -0.90 -0.20
C 0.63 0.57 0.10
H -1.00 -0.89 -0.49
H 0.63 -1.11 -1.11
H 1.72 0.51 0.16
H 0.40 1.09 -0.82
C -1.66 2.47 0.27
H -2.25 3.03 1.01
H -2.28 1.60 0.04
H -1.57 3.08 -0.64
C 1.23 3.31 0.83
H 0.99 3.97 -0.02
H 2.21 2.84 0.68
H 1.28 3.89 1.77
C -0.79 -3.82 -0.03
H -0.91 -4.65 0.70
H -0.50 -4.23 -1.01
H -1.78 -3.37 -0.11
C 2.10 -3.02 -0.07
H 2.72 -2.12 -0.05
H 2.03 -3.42 -1.09
H 2.57 -3.76 0.60
Cd -0.78 -0.28 1.73
C 0.49 1.12 -2.98
C -0.83 1.06 -2.73
C -1.76 0.42 -3.70
C -1.40 -1.04 -4.09
C -0.65 -1.82 -3.07
C 0.69 -1.86 -3.03
C 1.57 -1.05 -3.94
C 1.17 0.42 -4.12
C 0.02 -1.75 3.12
H 1.15 1.81 -2.46
H -1.34 1.60 -1.94
H -1.83 0.98 -4.66
H -2.77 0.45 -3.24
H -2.36 -1.53 -4.31
H -0.80 -0.99 -5.01
H -1.25 -2.46 -2.40
H 1.24 -2.61 -2.45
H 1.64 -1.47 -4.96
H 2.58 -1.11 -3.52
H 2.11 0.96 -4.34
H 0.51 0.48 -4.99
H 0.43 -1.20 3.96
H 0.76 -2.54 2.83
H -0.92 -2.23 3.43
C -0.38 2.47 5.95
C -1.50 1.72 5.57
C -1.49 0.99 4.36
C -0.42 1.13 3.49
C 0.77 1.70 3.94
C 0.76 2.44 5.15
H -0.36 3.02 6.91
H -2.37 1.74 6.20
H -2.33 0.33 4.14
H 1.70 1.62 3.36
H 1.65 3.00 5.45

=====

[2]
58
Properties=species:S:1:pos:R:3 method="wB97M-V/def2-TZVPD" e_tot_ev=-129591.86744 total_charge=+2 gap_ev=0.82 multiplicity=1 lumo_energy_ev=-8.4
O 0.07 1.08 2.43
C -0.12 0.50 1.21
O -1.44 0.45 0.53
C -2.05 -0.91 0.72
C -1.04 -1.94 1.55
C -0.02 -2.84 0.59
C 1.04 -3.89 1.30
C 1.03 -3.99 2.96
C 0.01 -3.11 3.93
C -1.05 -2.08 3.21
H 0.85 -0.02 0.75
H -3.07 -0.85 1.29
H -2.29 -1.37 -0.35
H -0.04 -2.71 -0.59
H 1.75 -4.51 0.60
H 1.82 -4.71 3.48
H 0.00 -3.16 5.10
H -1.81 -1.38 3.78
Cs -1.13 -0.03 -1.58
O -5.72 3.27 -2.74
P -6.42 2.19 -1.91
O -5.62 0.88 -1.99
O -7.84 1.96 -2.45
O -6.50 2.64 -0.44
Cl 2.13 4.40 -0.61
C 2.52 3.16 0.62
C 3.63 3.60 1.55
Cl 5.20 3.70 0.73
H 2.78 2.23 0.09
H 1.60 2.98 1.18
H 3.74 2.88 2.36
H 3.42 4.58 2.00
Cl -3.60 -3.55 -3.01
C -5.18 -4.36 -3.17
C -5.73 -4.28 -4.59
Cl -6.20 -2.62 -5.04
H -5.87 -3.91 -2.45
H -5.03 -5.40 -2.89
H -6.62 -4.90 -4.68
H -4.99 -4.64 -5.32
C 8.98 1.36 1.63
O 10.17 1.18 1.83
N 8.08 0.36 1.66
N 8.46 2.58 1.38
H 7.10 0.49 1.50
H 8.43 -0.57 1.85
H 9.11 3.36 1.35
H 7.48 2.75 1.21
Mg 8.56 4.71 0.52
Ca -7.13 -5.13 -2.71
C 5.42 6.49 -2.01
O 6.28 6.45 -1.16
O 5.55 6.12 -3.18
O 4.27 6.91 -1.84
Mg -10.08 1.86 -3.25
O -7.87 -2.90 0.76
H -6.94 -3.13 0.91
H -8.07 -2.24 1.44

=====

[3]
19
Properties=species:S:1:pos:R:3 method="wB97M-V/def2-TZVPD" relative_energy_kj_mol=674.5 e_tot_ev=-9931.46398 gap_ev=9.48 multiplicity=1 lumo_energy_ev=1.0
C 2.54 0.39 -0.32
C 1.51 -0.13 0.35
C 0.13 0.22 0.85
C -1.15 1.10 0.47
C -2.08 -0.33 0.05
C -0.93 -1.39 -0.56
H 2.32 1.42 -0.99
H 2.96 0.71 0.73
H 3.29 -0.49 -0.78
H 1.79 -1.11 0.83
H -0.15 -0.43 1.64
H -1.71 1.73 1.26
H -0.38 1.42 -1.20
H -2.72 0.08 -0.65
H -2.61 -0.71 0.92
H -0.79 -2.40 0.09
H -1.37 -1.62 -1.65
N 0.21 -0.46 -0.41
O -0.85 1.98 -0.61

=====

no.,largest force on an atom (eV/A)
1,4.48
2,9.99
3,9.62